Entry 1:
2 unconnected molecules or ions with the total composition C5H5O4S in a non-equilibrium geometry, computed with wB97M-V/def2-TZVPD.

Computed properties:
Kohn-Sham gap	5.73	eV
highest occupied orbital energy	-2.31	eV
total charge	-1

Structure (XYZ):
```
15
Properties=species:S:1:pos:R:3:forces:R:3
C -0.040 -0.134 1.943 -0.195 0.218 -2.650
C -1.378 -0.084 1.731 2.612 -0.479 1.202
C 0.559 -2.186 -1.370 -0.346 0.911 1.243
C 0.023 -0.093 -0.431 -0.057 -1.021 0.318
C 0.520 1.080 -1.186 -3.405 1.018 -1.020
O 1.758 -2.150 -1.336 -0.975 -0.276 -0.475
O -0.496 -2.745 -1.474 1.106 0.345 -0.314
O 0.782 -0.049 0.816 -0.954 -0.413 1.883
O 0.520 2.378 -0.563 1.461 0.152 0.151
S -1.782 -0.002 0.060 -0.186 0.214 -0.675
H 0.485 -0.295 2.863 0.104 0.025 0.301
H -1.929 -0.389 2.592 -1.131 0.210 0.043
H -0.221 1.243 -2.075 1.894 -0.862 0.691
H 1.536 0.845 -1.335 1.220 0.058 -1.080
H -0.339 2.580 -0.234 -1.148 -0.101 0.382
```
Positions in Å, forces in eV/Å.



Entry 2:
C5H5PS in the gas phase in a non-equilibrium geometry, computed with wB97M-V/def2-TZVPD.

Computed properties:
Kohn-Sham gap (spin up / spin down)	7.19 / 7.19	eV
highest occupied orbital energy (spin up / spin down)	-8.49 / -8.49	eV
total charge	0

Structure (XYZ):
```
12
Properties=species:S:1:pos:R:3:forces:R:3
S 3.646 0.695 0.974 -2.159 -0.624 -0.826
C 2.068 0.305 0.511 1.400 -1.371 0.235
C 0.989 1.242 0.551 -2.509 0.040 -0.487
C -0.380 1.013 0.507 2.130 0.480 -0.500
C -0.943 -0.248 0.205 -0.333 -1.441 0.762
C -0.255 -1.360 -0.029 2.120 -0.383 0.250
P 1.575 -1.583 0.072 -0.452 2.239 0.092
H 1.140 2.288 0.483 1.160 0.870 0.513
H -1.015 1.902 0.536 0.099 -0.383 0.112
H -1.972 -0.472 0.274 -1.382 0.702 -0.218
H -0.695 -2.299 -0.294 -0.744 -0.248 -0.067
H 1.528 -1.516 -1.356 0.667 0.118 0.134
```
Positions in Å, forces in eV/Å.



Entry 3:
C5H6 in the gas phase in a non-equilibrium geometry, computed with wB97M-V/def2-TZVPD.

Computed properties:
Kohn-Sham gap	10.84	eV
highest occupied orbital energy	-9.74	eV
total charge	0

Structure (XYZ):
```
11
Properties=species:S:1:pos:R:3:forces:R:3
C -0.812 -1.516 -1.750 3.713 2.428 3.832
C -0.056 -0.977 -0.919 -2.044 -1.228 -3.309
C 0.682 -0.283 0.155 -0.592 -2.691 1.439
C 0.268 1.093 0.439 1.400 1.738 -1.943
C -0.167 1.402 1.608 -2.327 0.166 4.307
H -1.242 -2.050 -2.522 -0.822 -0.626 -0.940
H 0.217 -0.921 1.057 1.788 1.295 -1.376
H 1.828 -0.306 0.138 -1.691 -0.573 -0.272
H 0.560 1.948 -0.229 -0.415 -1.147 0.260
H -0.413 2.424 1.973 0.344 -0.754 -0.595
H -0.445 0.583 2.384 0.645 1.393 -1.403
```
Positions in Å, forces in eV/Å.



Entry 4:
C5H6 in the gas phase in a non-equilibrium geometry, computed with wB97M-V/def2-TZVPD.

Computed properties:
Kohn-Sham gap	9.77	eV
highest occupied orbital energy	-8.53	eV
total charge	0

Structure (XYZ):
```
11
Properties=species:S:1:pos:R:3:forces:R:3
C 0.544 -0.952 0.686 -0.476 -0.406 0.799
C 0.784 -0.641 -0.590 1.596 -0.177 0.056
C -0.022 0.517 -1.018 -1.434 -0.717 -0.112
C -0.826 0.753 0.206 -0.926 0.728 0.468
C -0.503 -0.063 1.212 0.675 -0.198 0.020
H 0.960 -1.745 1.310 0.207 0.240 -0.514
H 1.623 -1.017 -1.134 0.093 -0.426 -0.497
H 0.488 1.427 -1.284 0.625 0.231 -0.168
H -0.686 0.274 -1.884 0.394 0.102 0.457
H -1.571 1.511 0.227 -0.458 0.544 0.167
H -0.792 -0.063 2.269 -0.297 0.078 -0.676
```
Positions in Å, forces in eV/Å.



Entry 5:
C5H6 in the gas phase in a non-equilibrium geometry, computed with wB97M-V/def2-TZVPD.

Computed properties:
Kohn-Sham gap	10.75	eV
highest occupied orbital energy	-9.54	eV
total charge	0

Structure (XYZ):
```
11
Properties=species:S:1:pos:R:3:forces:R:3
C 0.526 2.365 0.085 0.753 2.010 0.552
C -0.015 1.299 0.199 -0.446 -0.686 0.397
C -0.553 -0.065 0.404 -0.365 2.616 1.591
C -0.548 -0.948 -0.742 0.106 -0.656 -1.808
C 0.507 -1.129 0.311 2.155 -0.234 -0.412
H 1.004 3.385 0.191 -0.922 -2.029 -0.495
H -1.452 -0.097 1.080 1.375 -0.219 -0.426
H -1.356 -1.677 -0.796 0.243 0.283 -0.383
H -0.177 -0.405 -1.642 -0.640 -1.161 0.410
H 1.539 -0.748 -0.140 -2.199 -0.938 1.750
H 0.525 -1.980 1.050 -0.060 1.014 -1.176
```
Positions in Å, forces in eV/Å.



Entry 6:
A molecular structure, C5H6AlCl2IrO4S in a non-equilibrium geometry, computed with wB97M-V/def2-TZVPD.

Computed properties:
Kohn-Sham gap (spin up / spin down)	6.64 / 6.68	eV
highest occupied orbital energy (spin up / spin down)	-22.29 / -23.24	eV
total charge	+4
2S+1	5

Structure (XYZ):
```
20
Properties=species:S:1:pos:R:3:forces:R:3
Al 0.019 1.085 -7.652 -0.426 1.085 0.298
Ir 0.446 0.015 0.348 3.051 -0.200 -3.416
Cl -0.506 2.800 -6.635 0.522 -1.432 -0.370
Cl 2.211 -0.977 -0.605 -0.574 0.400 0.404
C -0.726 -1.190 1.082 -4.851 -6.752 5.375
C -0.469 1.518 -9.609 -1.880 1.060 -8.022
C 0.610 -0.954 -8.093 0.694 -3.756 -3.833
O -1.238 -1.992 1.770 2.349 4.070 -3.739
O -0.753 1.712 -10.731 1.835 -1.118 7.452
O 0.793 -1.843 -8.806 -0.784 4.163 3.883
C 0.709 3.719 2.043 -0.134 1.403 -0.563
S 0.054 2.014 1.202 0.159 3.803 3.634
C 1.033 1.082 2.559 -0.482 0.052 -0.285
O -1.422 2.045 1.461 1.041 -0.497 -0.428
H 1.802 3.880 2.150 -0.453 -0.908 -0.552
H 0.239 3.673 3.035 -0.215 -0.405 -0.327
H 0.297 4.536 1.432 -0.130 -0.488 0.078
H 0.348 0.983 3.408 0.100 -0.161 -0.103
H 1.407 0.078 2.234 0.190 0.056 0.583
H 1.881 1.747 2.748 -0.012 -0.374 -0.068
```
Positions in Å, forces in eV/Å.



Relative energy (zero: lowest compared OMol25 entry of this formula, charge and spin) readings, ordered: 38.8, 15.9, 57.3, 5.2, 55.0, 0.0 kcal per mole